The following is a quantum chemistry calculation of a 10-piece molecular cluster, C36H53ClN9O4 overall, from the OMol25 dataset.

Bonds (Å) are listed after each position.
Cartesian coordinates (Å):
1 Cl -1.233 -0.479 -0.653  O2 1.450, O3 1.452, O4 1.449, O5 1.462
2 O -0.068 0.377 -0.545  Cl1 1.450
3 O -1.864 -0.474 0.655  Cl1 1.452
4 O -2.056 -0.059 -1.770  Cl1 1.449
5 O -0.703 -1.829 -0.832  Cl1 1.462
6 C 4.252 -0.874 -0.681  C7 1.546, H11 1.090, H12 1.090, H13 1.090
7 C 3.299 -1.290 -1.825  C6 1.546, C8 1.555, H14 1.090, H15 1.090
8 C 2.598 -2.635 -1.482  C7 1.555, C9 1.438, H16 1.090, H17 1.090
9 C 1.740 -3.037 -2.564  C8 1.438, N10 1.167
10 N 1.054 -3.377 -3.444  C9 1.167
11 H 4.596 0.157 -0.766  C6 1.090
12 H 5.106 -1.541 -0.568  C6 1.090
13 H 3.693 -0.923 0.254  C6 1.090
14 H 3.933 -1.542 -2.675  C7 1.090
15 H 2.527 -0.561 -2.070  C7 1.090
16 H 1.977 -2.547 -0.591  C8 1.090
17 H 3.339 -3.421 -1.334  C8 1.090
18 C -0.296 1.155 -4.736  C19 1.556, H23 1.090, H24 1.090, H25 1.090
19 C -1.650 0.997 -5.486  C18 1.556, C20 1.527, H26 1.090, H27 1.090
20 C -1.799 -0.303 -6.274  C19 1.527, C21 1.459, H28 1.090, H29 1.090
21 C -1.695 -1.532 -5.495  C20 1.459, N22 1.168
22 N -1.618 -2.530 -4.892  C21 1.168
23 H -0.389 2.102 -4.205  C18 1.090
24 H 0.606 0.925 -5.302  C18 1.090
25 H -0.272 0.474 -3.885  C18 1.090
26 H -1.715 1.915 -6.071  C19 1.090
27 H -2.436 1.091 -4.736  C19 1.090
28 H -1.064 -0.466 -7.062  C20 1.090
29 H -2.676 -0.286 -6.922  C20 1.090
30 C 3.400 2.522 0.848  C31 1.510, H35 1.090, H36 1.090, H37 1.090
31 C 2.465 1.523 1.486  C30 1.510, C32 1.563, H38 1.090, H39 1.090
32 C 2.941 0.794 2.783  C31 1.563, C33 1.442, H40 1.090, H41 1.090
33 C 4.319 0.393 2.922  C32 1.442, N34 1.158
34 N 5.428 0.061 2.960  C33 1.158
35 H 3.217 2.527 -0.226  C30 1.090
36 H 4.450 2.260 0.972  C30 1.090
37 H 3.270 3.546 1.197  C30 1.090
38 H 2.275 0.771 0.720  C31 1.090
39 H 1.477 1.966 1.618  C31 1.090
40 H 2.268 -0.062 2.827  C32 1.090
41 H 2.846 1.354 3.713  C32 1.090
42 C -5.046 -1.693 -2.870  C43 1.537, H47 1.090, H48 1.090, H49 1.090
43 C -6.058 -2.211 -3.904  C42 1.537, C44 1.569, H50 1.090, H51 1.090
44 C -6.311 -3.753 -3.760  C43 1.569, C45 1.490, H52 1.090, H53 1.090
45 C -5.171 -4.593 -4.223  C44 1.490, N46 1.187
46 N -4.240 -5.274 -4.506  C45 1.187
47 H -4.130 -2.282 -2.827  C42 1.090
48 H -5.480 -1.750 -1.872  C42 1.090
49 H -4.666 -0.672 -2.927  C42 1.090
50 H -5.770 -2.019 -4.938  C43 1.090
51 H -7.028 -1.743 -3.734  C43 1.090
52 H -7.052 -4.118 -4.471  C44 1.090
53 H -6.645 -4.043 -2.764  C44 1.090
54 N -0.516 3.204 0.476  C55 1.375, C58 1.369, H59 1.010
55 C 0.100 4.431 0.531  N54 1.375, C56 1.414, H60 1.080
56 C -0.790 5.335 1.155  C55 1.414, C57 1.366, H61 1.080
57 C -1.960 4.670 1.383  C56 1.366, C58 1.407, H62 1.080
58 C -1.787 3.336 0.969  N54 1.369, C57 1.407, H63 1.080
59 H -0.079 2.384 0.080  N54 1.010
60 H 1.102 4.552 0.146  C55 1.080
61 H -0.548 6.376 1.315  C56 1.080
62 H -2.847 5.120 1.804  C57 1.080
63 H -2.483 2.516 1.068  C58 1.080
64 N 2.893 4.261 -3.519  C65 1.343, C68 1.364, H69 1.010
65 C 3.836 3.361 -3.843  N64 1.343, C66 1.371, H70 1.080
66 C 3.379 2.104 -3.540  C65 1.371, C67 1.376, H71 1.080
67 C 2.194 2.333 -2.879  C66 1.376, C68 1.412, H72 1.080
68 C 1.868 3.705 -2.812  N64 1.364, C67 1.412, H73 1.080
69 H 2.980 5.254 -3.684  N64 1.010
70 H 4.741 3.660 -4.350  C65 1.080
71 H 3.801 1.130 -3.743  C66 1.080
72 H 1.597 1.517 -2.500  C67 1.080
73 H 1.090 4.311 -2.371  C68 1.080
74 N -2.712 -1.878 3.740  C75 1.383, C78 1.382, H79 1.010
75 C -2.463 -1.313 4.977  N74 1.383, C76 1.393, H80 1.080
76 C -2.411 -2.373 5.879  C75 1.393, C77 1.397, H81 1.080
77 C -2.743 -3.564 5.228  C76 1.397, C78 1.372, H82 1.080
78 C -2.926 -3.233 3.910  N74 1.382, C77 1.372, H83 1.080
79 H -2.713 -1.373 2.866  N74 1.010
80 H -2.125 -0.311 5.197  C75 1.080
81 H -2.150 -2.326 6.926  C76 1.080
82 H -2.678 -4.563 5.634  C77 1.080
83 H -3.332 -3.838 3.113  C78 1.080
84 N 0.656 0.269 5.006  C85 1.376, C88 1.369, H89 1.010
85 C -0.142 0.873 4.062  N84 1.376, C86 1.347, H90 1.080
86 C -0.247 2.183 4.358  C85 1.347, C87 1.388, H91 1.080
87 C 0.461 2.424 5.527  C86 1.388, C88 1.390, H92 1.080
88 C 1.040 1.221 5.913  N84 1.369, C87 1.390, H93 1.080
89 H 0.956 -0.692 4.928  N84 1.010
90 H -0.499 0.347 3.189  C85 1.080
91 H -0.809 2.872 3.745  C86 1.080
92 H 0.637 3.392 5.973  C87 1.080
93 H 1.602 0.897 6.776  C88 1.080
94 N 0.457 -2.471 3.436  C95 1.415, C98 1.352, H99 1.010
95 C 1.293 -2.580 4.571  N94 1.415, C96 1.399, H100 1.080
96 C 2.611 -2.693 4.114  C95 1.399, C97 1.413, H101 1.080
97 C 2.566 -2.657 2.702  C96 1.413, C98 1.411, H102 1.080
98 C 1.219 -2.479 2.319  N94 1.352, C97 1.411, H103 1.080
99 H -0.550 -2.419 3.495  N94 1.010
100 H 0.846 -2.466 5.547  C95 1.080
101 H 3.487 -2.629 4.743  C96 1.080
102 H 3.403 -2.713 2.022  C97 1.080
103 H 0.749 -2.459 1.347  C98 1.080

The value obtained for the total energy is -2657.04494 Ha. Its total charge is 0. For the LUMO energy (alpha / beta), the calculation gives -0.0357 / -0.1852 hartree. Its spin multiplicity is 2. The calculation puts the frontier orbital gap (alpha / beta) at 7.282 / 3.215 eV.

Results of the Mulliken charge analysis, in e, for atoms 1 through 99: 1.401 -0.671 -0.633 -0.504 -0.695 -0.790 0.183 0.644 -0.151 -0.501 0.317 0.481 -0.262 0.485 -0.329 -0.585 0.546 -0.756 -0.527 -0.650 0.257 -0.392 0.268 0.411 0.100 0.407 0.195 0.332 0.378 -1.268 1.249 1.305 -0.290 -0.598 0.043 0.420 0.346 -0.501 -0.273 -0.798 0.335 -1.027 -0.334 -0.517 0.200 -0.436 0.294 0.360 0.259 0.300 0.286 0.288 0.327 0.705 -0.060 -0.688 -0.602 -0.344 0.071 0.488 0.482 0.454 0.527 -0.023 -0.730 -0.729 0.453 -1.114 0.205 0.446 0.498 0.435 0.537 -0.051 -0.735 -0.308 -0.547 -0.427 0.198 0.513 0.477 0.409 0.447 0.676 -1.074 -0.133 -0.891 -0.808 0.158 0.799 0.427 0.404 0.481 0.306 -0.629 -1.161 -0.212 -0.859 0.265